Formula: C5H11OS
Source: the Open Molecules 2025 dataset
Level of theory: ωB97M-V with the def2-TZVPD basis set

Positions of all 18 atoms, in Å:
S 0.7191 0.0621 -0.1871
O 1.3589 -0.1785 -1.6551
C -3.0176 -1.7594 0.3631
C -1.4766 -0.0224 1.6387
C 1.1796 -1.5424 0.4786
C 1.9819 1.1082 0.6323
C -2.1635 -0.8534 1.1443
H -2.4408 -2.1688 -0.3202
H -3.3587 -2.6165 0.9176
H 0.6947 -1.3629 1.4774
H 1.6040 2.0753 0.6162
H 2.1329 0.6338 1.6428
H 1.0284 0.3678 -2.3943
H -0.9492 0.6928 2.2481
H -3.9678 -1.2259 0.0541
H 2.8862 1.1461 0.0764
H 2.2786 -1.7334 0.3301
H 0.4871 -2.2545 0.1118

Results
**Energy above the lowest of the compared OMol25 structures with the same formula, charge and spin**: 258.7 kJ/mol
**E_HOMO**: -13.76 eV
**Spin multiplicity**: 1
**Charge**: +1
**LUMO**: -3.976 eV